Density functional theory data (ωB97M-V with the def2-TZVPD basis set) for a structure of composition C25H30FeI2N3OS3 at a distorted geometry.

Geometry (Å):
I  -1.02526  3.70459  2.72001
I  -3.24530  6.43647  -2.11186
Fe  -0.36447  -0.42378  0.15047
S  -1.82530  -2.51115  -1.17402
S  -2.19237  -1.13230  1.85069
S  0.50541  -2.87293  1.08168
O  -1.38601  1.30774  0.64573
N  0.67826  0.24176  1.88187
N  1.38833  -0.32878  -0.89407
N  -0.96287  0.29300  -1.86574
C  -2.12503  4.77396  0.13616
C  -3.28561  -2.85165  -0.13734
C  4.32506  2.33301  1.52074
C  3.79405  0.07082  -2.23141
C  -1.66266  -2.58825  2.79268
C  0.15342  1.05646  -2.43120
C  -2.22484  2.33738  -1.27876
C  -0.84495  -4.04079  -1.10549
C  3.74541  -0.70196  -1.08123
C  3.20715  2.75330  0.81027
C  -2.60220  4.71483  -1.18194
C  -0.82575  -3.62968  2.05670
C  -3.58067  -1.73736  0.86053
C  -2.64175  3.48731  -1.88161
C  -2.25760  1.00720  -1.98512
C  2.53254  -0.87099  -0.44778
C  3.02896  0.55936  2.49714
C  0.51101  -3.89737  -0.40914
C  -1.68202  3.63511  0.75654
C  2.62200  0.63436  -2.69986
C  1.44238  0.41852  -2.00635
C  1.92139  0.97777  1.77671
C  -1.72554  2.37202  0.06988
C  2.00379  2.07784  0.93396
C  4.23256  1.23887  2.36662
H  4.63180  -1.16384  -0.67136
H  5.09379  0.91524  2.93507
H  5.26061  2.86634  1.42456
H  4.72793  0.22738  -2.75405
H  -3.00915  3.46354  -2.89954
H  -1.46107  -4.80825  -0.64062
H  0.90350  -4.88619  -0.17042
H  -1.10426  -2.17584  3.63526
H  -3.13613  -3.80462  0.36431
H  2.47396  -1.45164  0.46067
H  -3.02451  0.35916  -1.55450
H  1.23674  -3.41549  -1.06609
H  0.11321  2.07883  -2.04515
H  3.27137  3.61787  0.16264
H  -0.37079  -4.30459  2.78137
H  -1.43885  -4.23264  1.39526
H  0.81644  -0.50353  2.55839
H  -4.37235  -2.05670  1.53991
H  -3.94914  -0.84350  0.35405
H  2.95655  -0.29155  3.16615
H  -0.67985  -4.36420  -2.13267
H  0.09395  1.12507  -3.52163
H  -1.05650  -0.57050  -2.39220
H  -2.55006  -3.05789  3.21971
H  -0.03786  0.86771  2.25407
H  -2.11014  5.71910  0.66079
H  -2.50930  1.16456  -3.03771
H  1.13086  2.40886  0.38310
H  2.61025  1.24159  -3.59486
H  -4.14249  -2.96896  -0.80001

Values from the calculation:
Multiplicity = 2
Energy = -116009.975 eV
Total charge = +2
HOMO (spin up / spin down) = -12.425 / -12.292 eV
Frontier orbital gap (spin up / spin down) = 5.08 / 4.65 eV
E_LUMO (spin up / spin down) = -7.345 / -7.645 eV
Energy relative to the best compared isomer or geometry (same formula, charge and spin) = 118.9 kJ/mol